This record from the OMol25 dataset describes an isolated molecule of C7H12O2. The level of theory is ωB97M-V with the def2-TZVPD basis set.

```
21
Properties=species:S:1:pos:R:3:forces:R:3
C 0.12758 -2.13497 1.71713 0.0139 -0.0473 0.1132
C -0.12966 -1.56872 0.54960 -0.1681 0.0527 -0.1356
C 0.28292 -2.17531 -0.75574 0.0402 -0.0457 0.0944
C -0.85827 -0.25872 0.43810 0.1080 -0.0387 0.1506
C 0.04625 0.89665 0.09536 -0.1575 0.2696 -0.2181
C 1.34913 0.92187 0.31962 0.0650 0.0861 0.0293
C -0.68333 2.05195 -0.58186 -0.0179 -0.1375 0.4802
O 0.09477 3.21832 -0.67107 -0.0322 0.1629 -0.1620
O -1.07074 1.70221 -1.87338 -0.1241 0.0725 -0.2202
H -0.18026 -1.68838 2.64773 -0.1153 0.1534 0.1632
H 0.65393 -3.07174 1.79168 0.1320 -0.1945 -0.0601
H 0.86428 -1.45895 -1.33428 0.0481 0.0168 -0.1044
H 0.87588 -3.07310 -0.60322 0.0506 -0.0696 -0.0345
H -0.59899 -2.43366 -1.34147 -0.0530 -0.0163 -0.0932
H -1.36545 -0.02990 1.38020 -0.0800 -0.0167 -0.0369
H -1.62037 -0.32485 -0.34387 -0.0515 -0.0254 0.0442
H 1.95541 1.76941 0.04551 0.0200 0.1828 -0.0530
H 1.85637 0.09360 0.78350 0.0552 -0.2394 0.0726
H -1.62346 2.25164 -0.03759 0.1839 -0.0454 -0.1132
H 0.31783 3.52343 0.21306 0.0213 -0.0409 0.0623
H -0.29383 1.78925 -2.43900 0.0614 -0.0793 0.0212
```
Positions in Å, forces in eV/Å.

Its maximum force is 0.00972 Eh/bohr. As for the spin multiplicity: 1. For the energy above the lowest of the compared OMol25 structures with the same formula, charge and spin, the calculation gives 22.7 kcal per mole. As for the SMILES: C=C(C)CC(=C)C(O)O. The HOMO-LUMO gap comes out at 10.24 eV.

This record from the OMol25 dataset describes an isolated molecule of C7H12O2 at a distorted geometry. The level of theory is ωB97M-V with the def2-TZVPD basis set.

```
21
Properties=species:S:1:pos:R:3:forces:R:3
C -1.48684 -1.59225 -1.94860 0.0546 0.2893 -0.0676
C -1.31782 -0.69273 -0.71767 -0.3445 -0.6032 -0.3728
C 0.08050 -0.74357 -0.17711 0.5778 -1.5171 -1.7575
O 1.06076 -0.83039 -0.96930 -2.6708 -0.1363 1.4703
C 0.27486 -0.60829 1.29965 0.4050 0.5678 -0.8970
C 0.93513 0.76659 1.18669 2.6537 -0.4097 -0.4587
C 0.01733 1.96910 1.10486 0.2209 -0.1273 -0.2972
C 2.13285 0.55716 -0.12350 -0.9123 2.3894 3.2175
O 3.23969 0.21966 0.18052 -0.0358 -0.3805 -0.3099
H -0.80570 -1.27665 -2.73871 -0.0430 -0.1002 0.0218
H -1.27571 -2.63221 -1.70255 0.0544 0.0112 0.0108
H -2.50802 -1.53801 -2.32232 -0.0184 0.0371 -0.0081
H -2.03237 -0.99778 0.05338 0.1589 0.1635 0.0289
H -1.55085 0.34823 -0.97456 0.1011 -0.0704 0.0388
H -0.65456 -0.62353 1.86783 0.0480 -0.0468 -0.0646
H 0.98737 -1.35219 1.65673 -0.0457 0.0916 0.0184
H 1.67727 0.88204 1.97507 -0.2295 0.1742 0.2720
H -0.64279 1.92718 0.23848 -0.0892 0.0449 -0.0383
H -0.60584 2.05551 1.99857 0.0259 -0.0548 -0.0285
H 0.60115 2.88660 1.01965 0.0083 -0.0044 0.0009
H 1.87361 1.27551 -0.90710 0.0805 -0.3183 -0.7793
```
Positions in Å, forces in eV/Å.

Its maximum force is 0.07993 Eh/bohr. As for the spin multiplicity: 1. For the energy above the lowest of the compared OMol25 structures with the same formula, charge and spin, the calculation gives 42.1 kcal per mole. As for the SMILES: CCC(=O)C[C@H](C)C=O. The HOMO-LUMO gap comes out at 8.93 eV.

This record from the OMol25 dataset describes a cluster of 2 separate species, C7H12O2S in total at a distorted geometry. The level of theory is ωB97M-V with the def2-TZVPD basis set.

```
22
Properties=species:S:1:pos:R:3:forces:R:3
C -3.41862 -0.42413 0.92134 0.9243 -2.8300 -1.2879
C -1.35715 -1.84457 -1.52883 -0.9675 0.1455 0.2464
C -2.60071 -0.08266 -0.09146 -1.4280 1.0327 1.1938
C -2.05480 -1.12773 -0.87948 0.1540 1.3862 -0.1641
C 2.20496 1.90331 0.50271 -2.1207 2.2389 0.6157
C 1.56735 0.37025 -1.34947 3.1617 -0.7146 -1.6460
C 1.78809 0.52964 0.14640 0.3247 -3.1008 -0.5123
O 0.45560 0.20259 2.34153 0.0412 -0.4063 -0.0705
O 0.33580 -1.81745 0.75700 3.3333 1.6096 0.1844
S 0.27268 -0.14008 0.92204 -1.5800 1.1090 1.1085
H -3.87976 0.14628 1.65717 -0.5329 1.5004 0.8116
H -3.59564 -1.53337 1.05924 0.1372 1.3367 -0.1730
H -0.53954 -2.14977 0.80060 -1.6299 -0.2029 -0.1267
H -0.95944 -2.65076 -2.01011 1.0609 -1.3830 -1.0948
H -2.35849 0.99176 -0.29405 -0.1152 -1.2464 0.0159
H 3.22601 2.15808 0.34562 1.0314 -0.4809 -0.6598
H 1.61423 2.65361 -0.15607 0.7273 -0.9901 1.4281
H 2.09641 2.09746 1.58484 -0.4981 0.0821 -0.4710
H 1.77614 -0.69828 -1.67839 -0.1305 1.2821 0.3479
H 2.35757 1.06529 -1.86939 -1.5298 -1.4087 0.6556
H 0.59960 0.58842 -1.75778 -0.6534 0.5058 0.2665
H 2.46972 -0.23788 0.57652 0.2898 0.5346 -0.6683
```
Positions in Å, forces in eV/Å.

Its maximum force is 0.07207 Eh/bohr. As for the spin multiplicity: 1. For the energy above the lowest of the compared OMol25 structures with the same formula, charge and spin, the calculation gives 73.7 kcal per mole. The HOMO-LUMO gap comes out at 9.35 eV.

This record from the OMol25 dataset describes a cluster of 4 separate species, C7H12O3 in total at a distorted geometry. The level of theory is ωB97M-V with the def2-TZVPD basis set.

```
22
Properties=species:S:1:pos:R:3:forces:R:3
O -3.41678 0.59001 1.99655 1.0210 0.9345 1.8326
C -3.56534 0.07662 0.84615 3.7566 -0.7938 -0.4414
H -4.25288 0.53520 0.10956 -0.4720 -0.4345 0.6914
O -2.70033 -0.74386 0.43435 -2.9120 0.3386 -0.4453
C -0.58389 -0.65881 0.32961 3.2803 -0.4697 -1.5508
C 0.94580 -0.56626 0.19000 0.4620 0.5828 2.2018
C 1.44477 -1.02053 -1.20566 -0.4990 -0.2012 -0.3368
C 1.78944 0.26537 -1.98760 -0.2038 0.1907 -0.2864
C 1.88112 1.31459 -0.90992 0.0589 -0.0391 0.5553
C 1.45624 0.85613 0.27203 0.6012 0.1249 -0.2561
H -0.75068 -1.73451 0.15086 -1.0729 0.7813 0.9677
H -0.91187 -0.00618 -0.50033 -0.9411 -0.0833 1.2652
H 1.38342 -1.20227 0.97518 0.0242 0.2322 -0.1955
H 2.34914 -1.63069 -1.08132 -0.3211 0.1297 0.0901
H 0.69888 -1.63864 -1.72550 0.2081 0.0853 0.0355
H 2.72562 0.17059 -2.55724 -0.2417 -0.0117 0.1877
H 1.00826 0.53364 -2.71820 0.2058 -0.1091 0.1376
H 2.28896 2.31321 -1.08021 -0.1828 -0.3045 0.0274
H 1.53910 1.40101 1.21426 -0.2332 -0.0820 -0.3053
H -2.13417 0.37346 2.51597 -0.6938 -1.2668 -1.9984
O -0.73202 -0.07602 2.37028 -2.4806 0.1824 -1.9381
H -0.46279 0.84795 2.36118 0.6359 0.2133 -0.2382
```
Positions in Å, forces in eV/Å.

Its maximum force is 0.07516 Eh/bohr. As for the spin multiplicity: 1. For the energy above the lowest of the compared OMol25 structures with the same formula, charge and spin, the calculation gives 119.9 kcal per mole. The HOMO-LUMO gap comes out at 8.89 eV.

This record from the OMol25 dataset describes an isolated molecule of C7H12S at a distorted geometry. The level of theory is ωB97M-V with the def2-TZVPD basis set.

```
20
Properties=species:S:1:pos:R:3:forces:R:3
C -2.42812 0.72105 0.53239 0.6393 -0.7968 0.4454
C -2.29286 -0.80066 0.54918 2.4110 0.5570 -2.4393
C -1.40682 -1.37053 1.57213 1.1125 -0.4358 0.7972
S 0.08456 -0.83818 2.16089 -0.5862 0.3838 -1.8783
C 0.45111 0.28780 0.85222 0.4163 -0.4871 -0.0390
C 1.74565 0.15960 0.02149 -0.6331 -0.3524 0.4466
C 1.66835 -1.19032 -0.84196 -0.9824 0.5718 0.9638
C 1.79418 1.41612 -0.91567 1.2408 -0.7339 -0.4572
H -3.45515 0.82979 0.44962 -2.0894 0.9315 -0.2266
H -1.94096 1.22565 -0.26252 0.6023 0.3646 -0.5380
H -2.11403 1.09417 1.48284 0.2250 0.6203 0.4682
H -1.91941 -1.12936 -0.53735 -0.8759 0.1909 2.3302
H -3.27168 -1.14873 0.71989 -1.0381 -1.2033 -0.0117
H 2.60424 0.17989 0.77509 -0.6556 -0.2348 -1.0977
H 1.20503 -2.01373 -0.19166 0.1510 1.1427 -1.3797
H 2.62786 -1.59011 -1.12273 0.6164 0.2525 -0.0249
H 1.14422 -0.89699 -1.80722 0.1835 -0.8880 1.3607
H 0.94701 1.40015 -1.67546 0.8902 0.1645 1.2454
H 2.78278 1.36632 -1.53360 -1.5970 0.3757 1.1367
H 1.77404 2.29808 -0.22758 -0.0306 -0.4233 -1.1017
```
Positions in Å, forces in eV/Å.

Its maximum force is 0.06757 Eh/bohr. As for the spin multiplicity: 1. For the energy above the lowest of the compared OMol25 structures with the same formula, charge and spin, the calculation gives 175.9 kcal per mole. As for the SMILES: CCC#S#CC(C)C. The HOMO-LUMO gap (alpha / beta) comes out at 7.24 / 7.26 eV.

This record from the OMol25 dataset describes an isolated molecule of C7H12Se at a distorted geometry. The level of theory is ωB97M-V with the def2-TZVPD basis set.

```
20
Properties=species:S:1:pos:R:3:forces:R:3
C -1.99068 1.53166 -0.92866 0.7549 -1.0693 -2.1923
C -0.77911 1.09649 -0.09212 -1.0155 -3.2085 -0.8455
C -1.13343 0.57371 1.28787 -0.7100 -1.3725 1.5170
C 0.34690 0.08598 -0.75604 -0.2102 1.7055 1.4948
C 0.31925 -1.34647 -0.34188 -1.7905 1.5609 -0.2037
C 1.40700 -1.89954 0.13490 0.6257 -2.3294 -0.6965
C 2.69904 -1.15587 0.25012 1.0175 -0.4192 0.1650
Se 2.17342 0.72222 -0.15263 -0.2685 -0.6976 -0.0340
H -2.50742 0.67381 -1.42428 0.6885 0.0758 0.3228
H -1.74216 2.19644 -1.82974 -0.3894 -0.4515 1.6588
H -2.77854 1.85243 -0.28136 -0.2613 1.0981 0.3334
H -0.20460 1.83912 0.28011 1.6913 3.4054 -0.1164
H -1.59321 -0.48460 1.32441 0.3176 1.7274 -0.0708
H -1.76228 1.31648 1.96169 1.3766 -1.5002 -1.4940
H -0.09464 0.43690 1.67032 -0.9267 0.0462 0.7584
H 0.25266 0.13432 -1.81803 0.1481 0.2637 -0.8686
H -0.73801 -1.65629 -0.43924 0.9869 -1.0706 0.1958
H 1.46751 -2.99133 0.32688 -0.2392 0.7771 0.1792
H 3.09412 -1.46714 1.25646 -0.2860 1.2735 -0.5052
H 3.56418 -1.45831 -0.42879 -1.5098 0.1852 0.4016
```
Positions in Å, forces in eV/Å.

Its maximum force is 0.07398 Eh/bohr. As for the spin multiplicity: 1. For the energy above the lowest of the compared OMol25 structures with the same formula, charge and spin, the calculation gives 14.4 kcal per mole. As for the SMILES: CC(C)[C@@H]1C=CC[Se]1. The HOMO-LUMO gap comes out at 9.17 eV.

This record from the OMol25 dataset describes an isolated molecule of C7H12Si at a distorted geometry. The level of theory is ωB97M-V with the def2-TZVPD basis set.

```
20
Properties=species:S:1:pos:R:3:forces:R:3
Si 0.51825 -1.94916 -1.48490 -3.5083 2.5121 0.7926
C 0.14966 -0.39220 -0.41160 2.7748 -0.4915 3.2936
C 0.92271 -0.80060 1.24700 -2.0390 0.2719 -4.2630
C 0.78895 0.34089 1.86356 -0.0866 1.2705 -0.2323
C 0.31904 1.47929 0.94416 0.0754 0.6245 -0.1770
C -1.19236 1.31798 0.72799 -1.3675 2.1417 -0.6205
C -1.27917 0.06988 -0.13706 -1.5491 -2.7775 0.7980
C 0.78239 1.02458 -0.42075 2.9026 -0.6447 -0.9848
H -0.14812 -1.35498 -2.69439 0.0124 -1.0816 -0.2448
H -0.10146 -3.14157 -0.78342 0.2341 0.4532 -0.5640
H 1.85236 -2.07685 -1.72301 2.6621 -0.4803 -0.3602
H 1.24120 -1.82839 1.26780 0.0049 0.0439 1.1784
H 0.90032 0.60263 2.87573 0.5373 -0.1146 1.3609
H 0.56733 2.54692 1.19522 0.1254 -1.2138 0.1392
H -1.79664 2.24987 0.33056 1.6549 -1.5782 0.2490
H -1.64160 1.19937 1.68427 -0.6071 -0.5237 0.8304
H -1.88586 -0.67949 0.44864 0.7303 0.3082 -0.5391
H -1.79669 0.03960 -1.09979 -0.1007 0.9880 -0.0048
H 0.25997 1.65342 -1.09153 -0.3525 0.6644 -1.3365
H 1.93007 1.11171 -0.65827 -2.1034 -0.3724 0.6848
```
Positions in Å, forces in eV/Å.

Its maximum force is 0.09205 Eh/bohr. As for the spin multiplicity: 1. For the energy above the lowest of the compared OMol25 structures with the same formula, charge and spin, the calculation gives 67.2 kcal per mole. As for the SMILES: [SiH3][C@]12C=C[C@H](CC1)C2. The HOMO-LUMO gap comes out at 9.67 eV.

This record from the OMol25 dataset describes a structure of composition C7H13BCoN4 at a distorted geometry. The level of theory is ωB97M-V with the def2-TZVPD basis set.

```
26
Properties=species:S:1:pos:R:3:forces:R:3
Co 0.78688 -0.62843 -1.00804 -0.8110 -0.3950 -2.9061
C 0.36783 -0.81498 -3.06234 0.9409 0.1296 0.2247
H 0.06850 0.14460 -3.51501 0.2589 -0.4212 0.0123
H 1.24650 -1.21557 -3.60302 -0.4671 0.1410 -0.0597
H -0.47070 -1.52786 -3.18090 0.3441 0.2519 0.1329
H 0.14118 -2.31054 -0.86652 1.6807 -0.7532 -0.0343
H 0.96737 -2.42217 -0.94553 -1.8040 -0.1778 0.2797
B -0.80664 -0.35544 1.63047 -0.3532 -0.7909 -0.0707
N -1.43073 0.34355 0.40112 -1.0159 1.0815 1.0746
C -2.52740 1.12200 0.37843 -0.1409 0.1215 0.0696
C -2.72501 1.54758 -0.91806 -0.3876 0.3448 -0.0801
C -1.69242 0.99325 -1.64994 -0.0233 -0.0165 0.5644
N -0.92161 0.25456 -0.81903 -0.6884 0.6670 -0.9147
N 0.70851 -0.07292 1.72396 0.0218 0.9214 1.4785
C 1.43665 0.30954 2.78927 0.3657 -0.0023 -0.0353
C 2.76295 0.40033 2.39201 0.3458 0.1441 0.4000
C 2.77191 0.06540 1.04821 -0.3305 0.1281 0.6552
N 1.50866 -0.21282 0.68727 1.8852 0.1176 -0.2978
H -0.92783 -1.52732 1.45052 0.0467 -0.5952 -0.1509
H -1.37160 -0.07040 2.64192 0.0373 0.3872 0.0638
H -3.13586 1.37229 1.23824 0.4063 -0.3280 0.0941
H -3.50627 2.20258 -1.28150 0.1427 -0.1661 0.0783
H -1.53358 1.18148 -2.69716 0.4476 -0.4899 0.0552
H 1.04445 0.49909 3.77974 -0.3391 -0.1298 -0.3589
H 3.61272 0.67981 3.00099 -0.2042 -0.0502 -0.0892
H 3.62552 0.04238 0.38491 -0.3582 -0.1195 -0.1858
```
Positions in Å, forces in eV/Å.

Its maximum force is 0.05917 Eh/bohr. As for the spin multiplicity: 4. For the energy above the lowest of the compared OMol25 structures with the same formula, charge and spin, the calculation gives 0.0 kcal per mole. The expectation value of S² is 3.77. The HOMO-LUMO gap (alpha / beta) comes out at 8.53 / 8.63 eV.